{"formula": "C14H16", "method": "wB97M-V/def2-TZVPD", "total_charge": 0, "lumo_energy_ev": 0.94, "smiles": "Cc1ccccc1.Cc1ccccc1", "gap_ev": 9.716, "e_tot_ev": -14777.0162, "homo_ev": -8.8, "elements": ["C", "C", "C", "C", "C", "C", "C", "H", "H", "H", "H", "H", "H", "H", "H", "C", "C", "C", "C", "C", "C", "C", "H", "H", "H", "H", "H", "H", "H", "H"], "xyz": [[-2.660, -1.832, 0.030], [-2.359, 0.919, -2.513], [-1.011, 0.851, -2.848], [-2.894, 0.128, -1.506], [-2.048, -0.704, -0.772], [-0.169, 0.086, -2.051], [-0.700, -0.777, -1.095], [-3.047, 1.564, -3.050], [-0.713, 1.081, -3.867], [-3.936, 0.240, -1.252], [0.910, 0.118, -2.160], [-3.447, -1.527, 0.715], [-1.924, -2.500, 0.475], [0.010, -1.310, -0.477], [-3.173, -2.469, -0.703], [-0.080, 0.746, 2.983], [2.407, -1.211, 0.908], [3.065, -0.166, 0.284], [1.508, -0.882, 1.923], [1.093, 0.430, 2.088], [2.726, 1.160, 0.490], [1.741, 1.458, 1.426], [2.654, -2.239, 0.689], [3.821, -0.447, -0.451], [0.945, -1.632, 2.465], [3.341, 1.927, 0.047], [-0.505, -0.151, 3.424], [-0.844, 1.253, 2.388], [1.475, 2.503, 1.520], [0.224, 1.466, 3.737]], "atomic_forces_ev_per_a": [[-0.4, -0.2, -0.6], [-0.5, -0.1, -0.1], [-0.3, -0.8, -0.4], [0.9, 0.9, 0.5], [-0.6, -1.6, -0.5], [0.0, -0.4, 0.0], [0.5, 1.7, 0.6], [0.2, -0.1, -0.3], [0.3, 1.0, 0.4], [-0.2, -0.2, 0.0], [-0.1, -0.2, -0.4], [0.2, 0.1, 0.3], [0.1, 0.3, 0.4], [-0.2, -0.4, 0.0], [0.0, 0.0, 0.1], [0.2, 0.3, -0.4], [0.1, 0.6, 1.1], [0.3, -0.8, -1.2], [-0.7, -0.3, -0.9], [-0.3, 0.2, 0.7], [0.4, -0.4, 1.0], [0.4, 0.2, -1.1], [0.1, -0.1, 0.0], [-0.1, 0.3, 0.1], [0.2, -0.2, 0.0], [-0.2, 0.2, -0.3], [0.0, 0.1, 0.2], [-0.1, -0.2, 0.0], [-0.3, 0.0, 0.4], [-0.1, -0.1, 0.4]], "lowdin_charge": [-0.06, -0.10, -0.10, -0.06, -0.28, -0.08, -0.05, 0.10, 0.10, 0.11, 0.10, 0.07, 0.07, 0.09, 0.08, -0.05, -0.10, -0.12, -0.06, -0.29, -0.09, -0.05, 0.10, 0.10, 0.11, 0.10, 0.07, 0.08, 0.11, 0.08]}